(1)
20
Properties=species:S:1:pos:R:3:forces:R:3:nbo_charge:R:1 method="wB97M-V/def2-TZVPD" spin_multiplicity=1 charge=-1 e_tot_ha=-344.936198
H 2.5756 -0.5667 -1.7988 0.4 0.0 -0.3 0.190
C 1.6645 -0.9393 -1.3639 -0.9 0.0 -0.8 -0.610
H 1.6111 -2.0190 -1.4432 0.5 -0.5 0.3 0.177
H -0.0443 0.3010 2.1350 -0.4 0.5 -0.2 0.418
H 0.7475 -2.1672 0.8804 -0.6 0.0 -0.3 0.142
C -1.7486 1.2630 0.1315 -0.4 1.0 0.2 0.162
H -2.6820 1.8799 0.4480 0.6 -0.3 -0.3 0.026
C 0.3876 -1.1202 0.7941 0.4 -1.2 0.5 -0.197
H -2.1476 0.2104 0.1305 0.2 0.0 -0.1 0.054
H 0.8327 -0.6541 -2.0064 -0.1 0.5 -0.1 0.213
H -2.3635 1.4031 -1.8076 0.0 0.4 -0.4 0.318
C 1.4556 -0.4053 0.0119 0.1 1.5 1.2 -0.439
N -1.4756 1.5419 -1.3357 -0.1 -0.8 0.3 -0.911
H -0.2672 -1.1985 2.7838 0.0 0.0 -0.5 0.328
H 1.1210 0.6721 0.0180 0.5 -0.9 -0.2 0.267
N 0.3238 -0.6405 2.1720 0.4 -0.3 0.4 -0.889
H 2.3708 -0.4798 0.6155 0.0 0.1 -0.1 0.172
H -1.1224 2.4840 -1.4776 -0.3 0.0 0.2 0.338
H -0.5418 -1.0600 0.2158 -0.1 -0.2 0.2 0.172
O -0.6972 1.4951 0.8967 -0.3 0.4 -0.1 -0.933


(2)
20
Properties=species:S:1:pos:R:3:forces:R:3:nbo_charge:R:1 method="wB97M-V/def2-TZVPD" spin_multiplicity=1 charge=+1 e_tot_ha=-344.630208
H -1.3620 -2.8557 0.1673 -0.4 -0.5 -0.1 0.450
H -0.2257 2.4831 0.9665 0.6 0.9 0.3 0.380
H 1.8132 -1.4005 1.2495 0.1 -0.2 -0.5 0.222
H 0.6892 -3.7515 -0.4621 0.1 0.3 0.4 0.244
H 0.2705 0.1580 0.3633 0.0 0.3 0.0 0.132
N -0.6396 2.0933 0.1517 -1.2 -0.1 0.3 -0.638
H 2.8652 -2.5941 0.1978 -1.4 0.3 0.6 0.269
H -1.2102 0.4915 1.3160 0.0 0.0 0.0 0.215
H -0.6300 -1.3799 -0.0264 -0.1 -0.4 0.2 0.468
H 0.8698 2.1367 -1.2728 -0.2 0.3 -0.3 0.143
H -0.8067 2.2744 -1.9410 0.3 -0.1 0.6 0.162
H -1.3271 0.2039 -0.4212 -0.1 0.3 0.0 0.175
O 0.0627 4.0079 -1.1696 -0.6 -1.8 0.6 -0.694
H -0.8200 4.4037 -1.1172 0.2 0.0 0.0 0.475
C 1.8528 -2.2542 0.5614 0.4 -0.6 0.1 -0.326
C -0.7131 0.6818 0.3631 -0.1 -0.2 -0.6 -0.423
N -0.5902 -2.2881 0.4724 0.8 0.7 0.9 -0.711
H -0.7068 -2.0740 1.4773 -0.1 -0.1 -0.4 0.451
C -0.1354 2.5697 -1.1043 1.1 0.9 -1.0 0.099
C 0.7434 -2.9059 0.2284 0.7 0.2 -1.2 -0.092


(3)
20
Properties=species:S:1:pos:R:3:forces:R:3:nbo_charge:R:1 method="wB97M-V/def2-TZVPD" spin_multiplicity=1 charge=+1 e_tot_ha=-344.640608
H -1.7197 2.9362 1.2352 2.2 -0.4 -0.1 0.214
H 0.7634 -0.4184 0.7834 0.9 -0.4 -1.9 0.471
C -0.9523 0.8037 -0.4251 2.0 -1.8 -0.2 -0.467
H -1.6541 -1.0310 0.7757 -0.9 0.6 -0.5 0.232
N 1.2424 1.2952 0.7603 -4.4 -2.2 3.5 -0.850
H 1.8766 1.3924 0.0829 2.5 0.6 -3.8 0.383
H 1.4793 1.8578 1.5428 0.7 0.2 0.6 0.391
O 0.9601 -2.7873 -2.2018 -0.8 -1.2 0.6 -0.985
C -1.0600 -0.7384 -0.0861 1.0 0.0 0.1 -0.202
H 0.5377 -1.8400 1.3670 -2.0 0.9 -3.7 0.457
C -0.5855 2.6642 1.2277 -4.5 -1.6 -0.7 -0.381
H -0.0341 3.1686 1.9661 1.0 0.7 0.4 0.211
H -1.3006 -1.2337 -1.0137 -0.5 -0.5 0.1 0.234
H 1.5174 -3.2179 -2.8922 -0.7 0.3 0.9 0.515
H 0.3509 -3.4818 -1.8027 1.3 0.9 -1.3 0.486
N 0.2999 -1.3065 0.3332 1.8 -0.2 4.1 -0.807
H -1.9103 1.2207 -0.4281 -1.6 0.4 -0.5 0.262
C -0.2082 1.5449 0.5788 2.8 3.6 1.2 0.121
H -0.3751 1.0146 -1.3807 -1.1 -0.8 0.6 0.242
H 0.7724 -1.8435 -0.4229 0.3 0.8 0.4 0.472


(4)
20
Properties=species:S:1:pos:R:3:forces:R:3:nbo_charge:R:1 method="wB97M-V/def2-TZVPD" spin_multiplicity=1 charge=+1 e_tot_ha=-344.712046
N 0.2934 -1.4110 -0.6419 -0.9 -1.4 -0.2 -0.709
H -1.8169 -1.2437 -0.6416 -0.2 0.1 0.7 0.224
H 1.1333 -0.8873 -0.8816 0.1 0.5 0.2 0.454
H -0.9082 -1.8173 2.4494 0.1 0.0 0.2 0.508
H 0.3623 -2.3141 -1.1137 0.2 0.0 0.1 0.427
H -1.0957 1.1498 1.5881 -0.1 0.1 -0.3 0.205
H 0.5386 1.8282 1.9266 0.3 0.0 -0.2 0.215
H -0.5476 1.0349 -2.0844 0.4 0.0 0.0 0.226
O -0.0524 -1.7865 2.0093 -0.1 -0.1 -0.1 -0.963
H 2.0538 1.8435 0.0496 0.1 -0.2 0.0 0.386
H 0.1995 -1.6370 0.3846 0.4 0.6 -0.2 0.477
N 1.4415 1.4360 -0.6515 0.2 0.2 0.2 -0.847
C -0.8710 0.7436 -1.0827 0.2 0.3 -1.2 -0.479
H 1.4655 2.0887 -1.4300 -0.2 -0.3 -0.2 0.387
C 0.1498 1.2437 -0.1027 -0.2 0.7 0.2 0.136
H 0.6287 -2.0109 2.6510 -0.1 0.0 0.1 0.511
H -1.0879 -1.0908 -2.1595 0.0 -0.2 -0.7 0.220
C -0.1354 1.4381 1.1760 -0.3 -0.3 0.6 -0.440
H -1.8122 1.2919 -1.0708 -0.2 -0.5 0.8 0.265
C -0.9842 -0.7814 -1.1426 0.4 0.5 0.0 -0.205


(5)
20
Properties=species:S:1:pos:R:3:forces:R:3:nbo_charge:R:1 method="wB97M-V/def2-TZVPD" spin_multiplicity=1 charge=+1 e_tot_ha=-344.662516
H -2.3187 -2.4589 -0.3391 0.0 -0.1 0.0 0.209
H -0.9684 -0.7949 2.4776 -0.2 -0.1 0.0 0.174
H 2.2556 -0.9459 -2.0469 0.0 0.0 -0.1 0.236
H 2.5999 0.9268 -0.8284 0.0 0.1 0.0 0.440
N 1.7063 0.8595 -1.3098 0.0 -0.1 0.0 -0.364
H -1.8585 -2.6384 1.3537 0.0 -0.1 0.0 0.206
C -2.1879 -1.9273 0.5996 0.1 0.1 0.0 -0.418
C 1.4913 -0.1818 -2.0016 -0.1 0.1 0.1 0.132
C -0.8699 -0.1444 1.6097 0.1 0.5 0.2 0.083
H 1.1247 2.8474 -1.5807 0.1 0.1 0.0 0.247
H 0.5474 -0.2840 -2.5279 0.1 -0.1 0.1 0.228
H -1.4167 -0.3194 -0.3657 -0.1 0.3 0.2 0.347
O 0.4662 0.3635 1.5852 0.0 -0.2 -0.4 -0.738
H -3.1554 -1.5225 0.9066 0.0 0.0 0.0 0.185
H -1.5132 0.7272 1.7497 0.0 0.1 0.1 0.165
N -1.1585 -0.8938 0.4245 0.0 -0.7 -0.3 -0.664
H 0.7310 2.1090 0.0103 -0.1 0.0 -0.1 0.280
H 0.9971 -0.4229 1.3942 0.1 0.1 0.2 0.464
C 0.7651 1.9605 -1.0677 0.1 0.0 -0.1 -0.436
H -0.2043 1.6786 -1.4618 -0.1 0.0 0.0 0.224


(6)
20
Properties=species:S:1:pos:R:3:forces:R:3:nbo_charge:R:1 method="wB97M-V/def2-TZVPD" spin_multiplicity=1 charge=+1 e_tot_ha=-344.702163
H -2.4919 -1.9201 1.7287 0.5 0.0 -0.4 0.431
O -0.8949 0.9167 -2.1130 -0.5 -0.5 0.2 -0.971
H -1.3016 0.4636 -2.8664 0.2 0.3 0.1 0.490
C 2.0645 -0.3846 -0.7995 -1.3 -1.0 0.7 -0.597
H 1.9194 0.3932 -1.5457 0.2 0.1 0.1 0.210
C -1.8018 -0.3159 0.5764 0.4 2.9 2.4 0.423
N -0.5150 -0.2632 0.8704 -0.5 -2.3 -1.8 -0.515
C 0.5009 0.8192 0.7809 -0.6 -0.5 1.2 -0.211
H 2.9940 -0.9118 -0.9501 0.3 0.1 0.0 0.237
H -3.6102 -0.8216 1.1098 0.0 -0.4 -0.4 0.430
H 0.4483 1.2580 1.7816 0.1 0.2 -0.1 0.221
H 2.5803 1.0039 0.6236 0.1 -0.3 1.0 0.238
H 2.0260 -0.5445 1.4303 0.4 -0.2 0.2 0.221
H 0.1672 1.5930 0.0915 0.4 -0.3 -0.4 0.231
H 1.2627 -1.1217 -0.9525 0.2 0.0 -0.4 0.182
H -0.1482 -1.2054 0.7351 0.6 0.1 0.9 0.408
H -2.2381 0.6372 0.2861 -0.1 -0.2 -0.6 0.220
N -2.6685 -1.1892 1.0496 -0.6 -0.1 -0.3 -0.719
C 1.8808 0.1584 0.6270 -0.2 2.1 -2.1 -0.418
H -0.1739 1.4349 -2.4638 0.2 0.2 -0.3 0.485


(7)
21
Properties=species:S:1:pos:R:3:forces:R:3:nbo_charge:R:1 method="wB97M-V/def2-TZVPD" spin_multiplicity=1 charge=-1 e_tot_ha=-420.191266
H -3.4246 0.1883 1.1739 -0.1 -0.2 0.0 0.174
H 3.4356 -2.0648 -1.1231 0.0 0.0 -0.1 0.433
C -0.7978 0.3591 1.7154 0.7 0.1 -0.5 -0.226
H 1.1210 -0.1758 1.0093 0.3 -0.1 0.0 0.165
N -1.5379 -0.7197 1.0626 -0.6 0.2 -0.4 -0.648
C -2.7819 -0.2601 0.4119 0.8 0.0 0.8 -0.408
H -2.6047 0.5142 -0.3364 -0.1 0.0 -0.3 0.165
C 1.3378 0.6725 -1.3553 -0.7 0.1 0.3 0.141
H 2.2569 -1.5036 -1.9919 0.6 0.4 -0.1 0.512
C 0.4984 0.7235 0.9708 -0.6 -0.3 0.4 -0.220
H -1.4031 1.2705 1.7904 -0.1 -0.2 0.2 0.169
N 0.2893 1.1410 -0.3836 0.1 0.8 -0.2 -0.696
O 1.0865 -0.5388 -1.8574 -0.4 -0.4 -0.2 -0.937
H 2.2633 0.6981 -0.7614 0.5 0.3 0.0 0.086
H -0.4678 0.0020 2.6911 -0.3 0.3 0.4 0.175
H -0.6012 0.8342 -0.7510 0.1 -0.2 0.0 0.342
H -3.2687 -1.1266 -0.0145 -0.3 0.0 -0.3 0.192
H -0.9419 -1.0863 0.3254 0.1 -0.1 0.0 0.373
O 3.2010 -1.9476 -2.0495 -0.4 -0.2 0.2 -1.041
H 0.9828 1.5147 1.5645 0.1 -0.1 -0.1 0.161
H 1.3570 1.5053 -2.0915 0.3 -0.2 -0.2 0.087


(8)
21
Properties=species:S:1:pos:R:3:forces:R:3:nbo_charge:R:1 method="wB97M-V/def2-TZVPD" spin_multiplicity=1 charge=+1 e_tot_ha=-420.014060
H -0.4805 -0.9495 -0.2811 -0.1 -0.1 -0.1 0.464
H 2.7063 -1.0295 2.4354 0.5 0.1 0.1 0.252
H -1.0566 2.7576 -2.2373 -0.2 0.1 0.1 0.400
C 2.1325 -1.4167 -0.3119 -0.4 0.7 0.3 -0.630
N -1.6204 2.5296 -1.4295 0.5 -1.2 0.3 -0.832
C 1.7298 -1.4182 2.2105 -1.2 0.4 0.9 -0.639
O -0.8420 0.3811 -1.5891 -0.3 0.4 0.8 -0.726
H 1.7092 -1.0862 -1.2731 0.3 -0.1 0.3 0.224
H 1.0455 -1.0479 3.0368 0.7 -0.4 -0.9 0.230
H -0.2006 -2.3459 0.6313 -0.1 0.2 -0.1 0.426
H 3.1533 -1.0425 -0.1986 -0.2 -0.1 -0.2 0.252
H -0.9730 0.6891 -2.4870 0.1 -0.3 -0.6 0.510
H -1.8274 3.2874 -0.8190 -0.2 0.6 0.3 0.423
C -1.3431 1.3605 -0.7587 -0.3 0.6 0.6 0.887
O -1.5269 1.1568 0.4318 0.4 -0.1 -1.6 -0.638
H -0.7583 -0.9496 1.3367 -0.2 0.2 0.1 0.454
N -0.1500 -1.3208 0.6123 0.5 -0.5 0.3 -0.686
H 1.7675 -2.5098 2.2578 0.0 0.1 -0.1 0.224
H 1.2635 0.1965 0.8680 -0.1 -0.2 0.0 0.225
H 2.1554 -2.4921 -0.2708 0.1 -0.5 -0.1 0.218
C 1.2874 -0.8992 0.8567 0.2 0.1 -0.2 -0.038


(9)
21
Properties=species:S:1:pos:R:3:forces:R:3:nbo_charge:R:1 method="wB97M-V/def2-TZVPD" spin_multiplicity=1 charge=+1 e_tot_ha=-419.975150
O -1.7151 -0.5239 3.5633 -0.5 0.5 -1.0 -0.967
H -1.3350 -0.6980 -0.2905 -0.2 0.6 0.6 0.261
H -2.6670 -0.7137 3.6132 0.6 0.0 0.2 0.489
H -1.1486 -0.4548 -1.9055 0.2 0.2 -0.2 0.225
H -1.7116 2.1639 -0.4252 0.4 0.0 0.0 0.220
H 0.1512 -0.3997 1.7799 -0.4 0.0 -0.1 0.426
O 2.2172 -0.9275 -0.5455 -0.4 0.6 -0.1 -0.622
H 0.7602 1.5388 -2.5290 -0.3 -0.2 -0.7 0.443
N 1.0738 0.6817 -2.0915 0.1 -0.1 0.7 -0.670
C 1.2321 -0.4454 0.0099 0.8 -1.6 -0.1 0.641
H -3.0516 1.1637 -0.7437 0.3 -0.7 0.4 0.255
H -1.2708 -1.0281 4.2304 0.0 -0.5 0.7 0.481
H 0.9578 -0.1945 -2.5971 -0.6 0.2 -0.6 0.453
N 0.8200 -0.8820 1.2016 -0.4 0.5 0.4 -0.784
H 2.0881 0.6998 -2.0220 0.4 0.2 0.7 0.466
C -1.0731 0.1121 -0.9723 -0.5 -0.3 -0.5 -0.443
H 1.3548 -1.5954 1.6647 0.3 -0.1 -0.1 0.427
H -2.2170 1.6764 -2.0507 0.8 0.1 -0.2 0.227
C 0.3648 0.5365 -0.7535 0.8 0.2 -0.1 -0.124
C -2.0058 1.3166 -1.0400 -1.5 0.4 -0.1 -0.647
H 0.4218 1.5226 -0.2939 -0.1 0.0 0.1 0.243


(10)
21
Properties=species:S:1:pos:R:3:forces:R:3:mulliken_spin:R:1 method="wB97M-V/def2-TZVPD" s2=0.756 spin_multiplicity=2 charge=+2 e_tot_ha=-419.383553
H -1.1117 -0.8927 1.6312 -2.8 6.5 4.2 0.000
H -2.7384 0.9123 0.6164 -0.4 -0.3 0.5 0.000
H -1.1645 -2.3360 1.2012 0.2 -0.4 -0.6 -0.002
H 1.1076 0.2178 1.1419 -0.2 0.1 -2.0 0.011
H 0.2617 3.0587 0.5131 -0.8 -1.0 0.1 -0.002
C 0.1301 -1.3095 0.0116 -3.6 2.2 5.2 -0.015
H 1.9345 -1.0739 -1.5000 0.0 1.2 0.3 0.005
H 3.0076 -0.4054 -0.3944 -2.1 1.0 -1.1 0.000
O 0.3137 -2.0131 -0.9365 0.3 -2.0 -1.5 0.752
N -0.6676 -1.4535 1.0860 3.8 -7.4 -5.9 0.075
H 0.1689 3.3009 -1.1492 0.1 -1.2 -0.2 0.004
C -0.0336 1.0941 -0.6124 -4.1 1.6 -2.1 0.007
C 0.8099 0.0853 0.0232 2.6 -1.4 -0.3 0.115
O -2.6258 0.5336 1.5065 0.1 0.5 -0.7 0.001
N 2.0552 -0.2020 -0.9212 1.8 -0.3 1.4 0.008
H 2.0945 0.6332 -1.5329 0.7 -0.5 0.2 0.001
H 1.6396 2.5884 -0.2771 -2.3 -0.4 -1.0 0.000
C 0.4425 2.5039 -0.4249 3.8 3.1 1.9 0.033
H -3.2118 1.0982 2.0309 0.1 -0.2 0.3 0.000
H -1.1220 0.9641 -0.1813 2.3 0.3 -0.9 0.008
H -0.1756 1.1161 -1.7981 0.4 -1.4 2.3 -0.001


(11)
22
Properties=species:S:1:pos:R:3:forces:R:3:mulliken_spin:R:1 method="wB97M-V/def2-TZVPD" s2=2.008 spin_multiplicity=3 e_tot_ha=-1084.338415
P 0.3518 0.3376 -0.1304 -1.7 1.9 0.8 0.548
H -3.1108 2.1268 0.6528 1.7 -1.2 -1.0 0.012
H -3.8321 0.2192 -0.8687 1.6 -0.2 0.2 0.001
N 0.1114 -1.2192 -0.4737 -0.9 -1.0 0.9 0.121
N 2.3786 0.3654 0.8735 3.1 2.2 0.4 1.039
S -0.9874 1.0571 1.3415 -0.2 0.4 0.6 0.178
H 3.2509 -0.0559 -0.8640 0.3 -1.5 -1.6 0.005
H 0.2859 -1.8472 1.3771 0.1 0.4 1.8 -0.003
C -2.9528 0.0734 -0.1362 -2.2 0.4 -1.8 -0.003
H -2.2420 -0.7039 -0.4635 -0.6 0.4 0.1 0.004
C 0.4188 -2.2731 0.4325 0.5 -0.5 -0.3 -0.001
H 0.3740 -1.2453 -1.3965 0.5 -1.1 -2.9 -0.038
H 2.1534 1.1907 1.4767 0.6 -0.7 -0.3 -0.082
C -2.3168 1.4118 0.1566 -2.2 0.0 1.8 0.020
C 3.2192 0.7918 -0.2733 0.0 1.6 1.1 -0.053
H 1.4227 -2.6787 0.3610 0.4 0.2 -0.1 0.000
O 0.1632 1.1433 -1.3486 0.0 0.4 -1.5 0.136
H 4.2560 1.2025 -0.1862 -0.5 -0.6 1.0 0.052
H -1.9385 1.7874 -0.7515 0.7 1.0 -0.7 0.006
H -0.2455 -3.1080 0.4105 -0.8 -0.5 -0.5 0.009
H 2.7956 1.6430 -0.8728 -0.5 -0.7 0.6 0.047
H -3.5557 -0.2187 0.6834 0.0 -0.8 1.4 0.002


(12)
21
Properties=species:S:1:pos:R:3:forces:R:3:nbo_charge:R:1 method="wB97M-V/def2-TZVPD" spin_multiplicity=1 charge=-1 e_tot_ha=-743.145000
H 0.4889 0.6437 1.6717 0.7 0.1 0.4 0.178
S -2.6683 -1.0031 -0.2210 -0.1 -0.1 0.2 -0.742
H -0.5972 -0.4826 2.4369 -0.3 -0.1 -0.3 0.219
H 1.7321 1.0573 0.0501 -0.6 0.4 -0.2 0.166
H 1.0361 -1.0719 2.2238 0.5 0.8 0.4 0.206
H 3.7775 -0.1051 -0.3026 0.4 -0.4 -0.3 0.366
H -1.1722 0.7317 0.0629 0.5 0.3 -0.8 0.178
C -0.9970 -0.2281 -0.4128 -1.1 -1.6 0.8 -0.562
N 1.4353 -0.9430 -0.2713 0.1 -0.2 0.6 -0.675
H -0.2635 2.2689 0.4492 0.0 0.0 -0.2 0.472
H -0.1764 -2.0624 0.4216 -0.1 0.0 0.0 0.208
H -1.4697 2.6402 1.2727 0.2 0.2 -0.3 0.473
H 1.5532 -1.6636 -0.9709 -0.2 0.1 -0.2 0.351
H 1.3128 0.5840 -1.6872 0.1 0.8 0.1 0.167
H -0.8449 -0.2775 -1.4880 0.5 0.7 0.0 0.197
H 3.5664 0.1919 -1.9969 0.1 -0.5 0.3 0.359
C 0.0847 -1.0081 0.3707 0.4 1.3 -0.2 -0.062
C 1.8625 0.3593 -0.7712 0.6 -1.2 0.0 -0.053
C 0.2826 -0.4122 1.7949 -0.8 -1.4 -0.7 -0.627
O -0.7972 3.0320 0.6897 -0.3 0.1 0.6 -0.946
N 3.2977 0.3738 -1.0428 -0.7 0.9 -0.2 -0.875